Density functional theory data (wB97M-V/def2-TZVPD) for the molecule C21H25N3O5S in a non-equilibrium geometry.

Element x y z (Å)
C  0.692  5.485  0.712
C  0.390  4.539  -0.443
C  1.251  3.276  -0.395
S  0.811  2.310  1.101
C  1.791  0.908  0.817
N  2.709  0.987  -0.137
C  3.455  -0.067  -0.394
C  3.334  -1.276  0.280
C  2.370  -1.377  1.268
C  1.579  -0.272  1.558
C  0.494  -0.281  2.543
O  0.056  0.712  3.073
O  0.005  -1.517  2.769
C  -1.166  -1.578  3.571
C  -2.369  -0.971  2.834
N  -2.577  -1.582  1.549
C  -3.324  -2.810  1.388
C  -2.977  -3.258  -0.036
C  -2.601  -1.955  -0.738
C  -2.127  -1.059  0.393
O  -1.477  -0.037  0.287
C  1.065  2.498  -1.695
O  1.725  2.776  -2.674
N  0.056  1.604  -1.710
C  -0.194  0.797  -2.881
C  0.529  -0.514  -2.839
C  0.746  -1.394  -1.820
C  1.505  -2.457  -2.368
C  1.690  -2.143  -3.678
O  1.103  -0.970  -3.970
H  0.496  4.995  1.662
H  1.734  5.794  0.689
H  0.067  6.373  0.643
H  0.584  5.040  -1.394
H  -0.663  4.250  -0.419
H  2.307  3.542  -0.319
H  4.185  0.072  -1.180
H  3.972  -2.109  0.033
H  2.223  -2.294  1.820
H  -1.314  -2.640  3.777
H  -1.006  -1.031  4.506
H  -3.266  -1.085  3.447
H  -2.172  0.092  2.665
H  -3.030  -3.545  2.142
H  -4.398  -2.611  1.500
H  -3.805  -3.775  -0.516
H  -2.117  -3.928  -0.015
H  -1.832  -2.073  -1.499
H  -3.469  -1.478  -1.199
H  -0.401  1.315  -0.853
H  0.160  1.354  -3.754
H  -1.275  0.635  -2.964
H  0.418  -1.290  -0.806
H  1.859  -3.328  -1.856
H  2.197  -2.650  -4.474

Its HOMO energy is -8.20 eV. Its LUMO energy is 0.416 eV. For the HOMO-LUMO gap, the calculation gives 8.6 eV. As for the energy: -47727.1112 eV. The energy above the lowest of the compared OMol25 structures with the same formula, charge and spin comes out at 131.9 kJ/mol.